This record from the Open Molecules 2025 dataset describes a molecular structure, C24H50IO4PPt. The level of theory is ωB97M-V/def2-TZVPD.

Output
- net charge = +2
- strongest force on any atom (eV/Å) = 2.0
- DFT total energy (eV) = -54503.813
- highest occupied orbital energy (eV) = -12.282

CARTESIAN COORDINATES (ANGSTROEM)
C  -11.938  0.711  -2.241
C  -12.441  -0.493  -1.440
C  -11.671  -0.847  -0.142
C  -10.810  0.281  0.431
C  -9.351  0.257  -0.110
C  -8.382  -0.178  1.016
C  -7.066  -0.684  0.386
C  -5.860  -0.354  1.311
C  -4.938  -1.568  1.465
C  -4.238  -1.999  0.170
C  -2.736  -2.266  0.335
C  -1.948  -1.109  0.960
C  -0.512  -0.962  0.425
C  0.530  -0.602  1.501
C  1.579  0.452  1.091
C  3.003  -0.101  0.882
C  4.131  0.824  1.375
C  4.868  1.577  0.284
O  6.199  0.937  0.091
P  7.286  1.460  -0.869
O  7.192  2.803  -1.461
O  8.635  1.512  0.133
C  9.118  2.755  0.343
C  10.578  2.832  0.629
C  11.389  1.560  0.687
O  7.626  0.317  -1.856
C  8.153  -0.995  -1.502
I  6.967  -2.391  -2.589
C  9.666  -1.033  -1.744
C  10.217  -2.003  -2.779
H  -12.148  0.578  -3.303
H  -12.414  1.647  -1.947
H  -10.857  0.839  -2.146
H  -13.485  -0.323  -1.160
H  -12.426  -1.366  -2.093
H  -11.061  -1.739  -0.323
H  -12.377  -1.138  0.641
H  -10.811  0.180  1.520
H  -11.226  1.273  0.231
H  -9.253  -0.435  -0.949
H  -9.071  1.246  -0.476
H  -8.213  0.682  1.667
H  -8.823  -0.969  1.627
H  -6.919  -0.233  -0.597
H  -7.137  -1.762  0.230
H  -5.308  0.480  0.866
H  -6.195  -0.031  2.298
H  -5.514  -2.407  1.867
H  -4.208  -1.306  2.241
H  -4.705  -2.906  -0.218
H  -4.365  -1.230  -0.602
H  -2.327  -2.472  -0.660
H  -2.597  -3.180  0.921
H  -1.894  -1.248  2.043
H  -2.497  -0.175  0.793
H  -0.490  -0.190  -0.350
H  -0.233  -1.901  -0.063
H  1.049  -1.515  1.806
H  0.004  -0.238  2.387
H  1.616  1.247  1.839
H  1.242  0.927  0.165
H  3.165  -0.311  -0.180
H  3.086  -1.063  1.389
H  4.865  0.259  1.954
H  3.719  1.569  2.060
H  4.356  1.518  -0.677
H  5.049  2.628  0.508
H  8.506  3.325  1.056
H  8.804  3.317  -0.712
H  11.124  3.399  -0.343
H  10.777  3.530  1.445
H  11.542  1.093  -0.284
H  12.368  1.763  1.118
H  10.840  0.864  1.329
H  7.883  -1.213  -0.471
H  9.954  -0.012  -2.013
H  10.130  -1.260  -0.779
H  10.029  -3.038  -2.497
H  9.799  -1.821  -3.769
H  11.299  -1.877  -2.849
Pt  10.101  4.308  -1.325